Below is a 8-piece molecular cluster, C59H128N6O8 overall, with properties calculated with the ωB97M-V functional and the def2-TZVPD basis.

Values from the calculation:
Relative energy (zero: lowest compared OMol25 entry of this formula, charge and spin) = 1.971 eV
Multiplicity = 1
HOMO level = -7.6483 eV
LUMO = 0.5 eV
Charge = 0
Kohn-Sham gap = 8.2 eV

CARTESIAN COORDINATES (ANGSTROEM)
C: 3.08727 -2.22927 2.34805
C: 3.19560 -2.76720 3.79730
C: 2.50193 -1.71153 4.75205
C: 2.39635 -4.07883 3.71308
C: 2.71278 -5.15210 4.69354
C: 4.19817 -5.41387 4.85149
C: 5.08695 -4.15848 5.11219
C: 4.88655 -3.68460 6.51287
C: 6.58288 -4.58231 4.89904
N: 4.61592 -3.06036 4.10957
O: 5.51072 -2.06228 3.99539
H: 2.18815 -2.37567 1.74953
H: 3.43113 -1.19647 2.29162
H: 3.80737 -2.80061 1.76228
H: 1.50080 -1.41143 4.44258
H: 2.57587 -2.05216 5.78482
H: 3.16739 -0.85187 4.67297
H: 1.32246 -3.89311 3.73170
H: 2.34215 -4.51398 2.71518
H: 2.30925 -4.88067 5.66903
H: 2.12476 -6.00637 4.35801
H: 4.56958 -5.94023 3.97223
H: 4.31626 -6.18607 5.61166
H: 5.29454 -2.67834 6.60818
H: 5.35926 -4.38209 7.20437
H: 3.82985 -3.72825 6.77665
H: 6.73503 -4.94904 3.88393
H: 6.94401 -5.36216 5.56952
H: 7.28687 -3.75407 4.97991
H: 5.65408 -1.96116 3.05157
C: 0.22650 -3.44618 -3.76788
C: 0.02047 -2.15943 -4.63434
C: -0.14850 -0.98591 -3.80469
C: 1.28359 -1.94579 -5.47854
C: 1.12793 -0.92571 -6.66019
C: -0.04027 -1.49115 -7.53007
C: -1.37219 -1.50240 -6.72278
C: -1.99938 -0.11450 -6.45205
C: -2.32800 -2.23977 -7.68109
N: -1.11247 -2.29420 -5.52581
O: -2.31040 -2.84227 -4.94827
H: 0.28614 -4.35819 -4.36183
H: 1.18364 -3.49513 -3.24864
H: -0.61486 -3.51139 -3.07799
H: -1.08310 -0.88390 -3.25315
H: 0.59424 -0.91653 -3.00994
H: -0.07401 -0.03211 -4.32700
H: 2.06420 -1.60909 -4.79635
H: 1.54854 -2.92130 -5.88631
H: 0.95851 0.08656 -6.29318
H: 2.03052 -0.88741 -7.27008
H: 0.30431 -2.46770 -7.87025
H: -0.15388 -0.85255 -8.40607
H: -1.20427 0.52989 -6.07699
H: -2.72094 -0.30652 -5.65796
H: -2.52570 0.21093 -7.34937
H: -2.34513 -1.92103 -8.72330
H: -3.34752 -2.24813 -7.29556
H: -2.04667 -3.29245 -7.65231
H: -2.55769 -2.19210 -4.28667
C: -4.57020 1.68179 -0.63770
C: -5.26845 2.75192 -1.48762
C: -6.73138 2.66542 -1.24586
C: -4.83185 4.17119 -1.07264
C: -3.45522 4.62239 -1.51655
C: -3.32870 4.37456 -2.96667
C: -3.60983 2.99253 -3.52685
C: -3.88844 3.16504 -5.04524
C: -2.43136 2.04257 -3.31770
N: -4.83784 2.44507 -2.91153
O: -5.42235 1.26143 -3.52351
H: -5.03576 0.72516 -0.87478
H: -3.48405 1.62338 -0.70815
H: -4.85815 1.72105 0.41284
H: -7.37904 3.36586 -1.77314
H: -7.10997 1.71381 -1.61897
H: -6.94804 2.66933 -0.17761
H: -5.57274 4.91406 -1.36814
H: -4.92625 4.12685 0.01236
H: -3.15156 5.59456 -1.12828
H: -2.76399 3.95574 -1.00091
H: -2.24788 4.48229 -3.05780
H: -3.81055 5.20169 -3.48801
H: -4.71666 3.82860 -5.29390
H: -4.19482 2.20643 -5.46393
H: -2.96767 3.49399 -5.52698
H: -1.63535 2.56592 -3.84739
H: -2.54138 1.04992 -3.75432
H: -2.36107 1.95908 -2.23317
H: -5.95617 1.72326 -4.17416
C: -1.19199 -5.49534 2.21155
C: -1.39198 -5.74283 0.70191
C: -0.12215 -6.42688 0.11748
C: -2.62078 -6.66342 0.30508
C: -4.03770 -5.95948 0.41336
C: -4.01309 -4.55048 -0.25422
C: -2.79998 -3.63084 0.12984
C: -2.72662 -2.48063 -0.94067
C: -3.07963 -3.06376 1.53729
N: -1.53167 -4.43508 -0.01123
O: -0.36927 -3.59197 0.08801
H: -2.03943 -4.99354 2.67863
H: -0.90873 -6.42183 2.71103
H: -0.35230 -4.81260 2.34143
H: 0.08861 -7.38641 0.58967
H: -0.12627 -6.51079 -0.96928
H: 0.74303 -5.82373 0.39280
H: -2.55040 -6.99848 -0.72976
H: -2.67693 -7.56575 0.91397
H: -4.78506 -6.62748 -0.01480
H: -4.22576 -5.80163 1.47535
H: -4.88594 -4.02881 0.13834
H: -4.17691 -4.71202 -1.31966
H: -1.95133 -1.75713 -0.68849
H: -3.72133 -2.03557 -0.96463
H: -2.47116 -2.78356 -1.95609
H: -3.50272 -2.06242 1.45720
H: -2.12064 -2.92574 2.03670
H: -3.80104 -3.63320 2.12329
H: -0.05281 -3.43652 -0.80490
C: -0.15144 4.46923 1.31571
C: 0.13822 4.78465 2.79928
C: 0.70218 6.22321 3.12016
C: -1.27040 4.67613 3.52875
C: -1.23714 4.48650 5.01775
C: -0.29000 3.37694 5.40222
C: 1.10945 3.49874 4.81937
C: 1.91613 4.47251 5.72314
C: 1.69331 2.06418 5.03034
N: 1.11584 3.77233 3.34707
O: 2.37338 3.75107 2.66941
H: -0.56775 3.46262 1.27642
H: -0.89525 5.13116 0.87220
H: 0.70266 4.68608 0.67417
H: 0.43306 6.96438 2.36761
H: 0.26524 6.61287 4.03959
H: 1.78361 6.25140 3.25358
H: -1.84945 5.58859 3.38657
H: -1.89885 3.90159 3.08917
H: -0.96635 5.42439 5.50267
H: -2.22400 4.32426 5.45123
H: -0.72690 2.45206 5.02565
H: -0.23568 3.24837 6.48324
H: 2.91868 4.62773 5.32452
H: 1.99430 4.10580 6.74662
H: 1.50384 5.48063 5.76545
H: 2.70106 2.11018 4.61751
H: 1.13338 1.37050 4.40311
H: 1.74887 1.63896 6.03244
H: 2.30039 2.97482 2.10932
C: 3.94970 4.58443 -2.56075
C: 3.09136 3.31050 -2.83686
C: 1.63808 3.67326 -2.74784
C: 3.44138 2.80230 -4.29289
C: 4.59084 1.83862 -4.31724
C: 4.46441 0.79452 -3.24423
C: 4.32492 1.33267 -1.78857
C: 4.09385 0.09714 -0.82586
C: 5.66285 2.01289 -1.27053
N: 3.20203 2.22754 -1.77394
O: 2.92553 2.76967 -0.53306
H: 3.70380 5.34546 -3.30134
H: 3.64451 5.09867 -1.64942
H: 5.02258 4.42969 -2.44637
H: 1.07760 2.74459 -2.85523
H: 1.28204 4.13018 -1.82450
H: 1.29454 4.32142 -3.55404
H: 2.61237 2.46201 -4.91341
H: 3.94921 3.55505 -4.89586
H: 4.63817 1.33476 -5.28264
H: 5.60001 2.24384 -4.24323
H: 5.29380 0.08992 -3.30550
H: 3.66092 0.10139 -3.49340
H: 4.97625 -0.53193 -0.70867
H: 3.29409 -0.51897 -1.23684
H: 3.67158 0.48939 0.09930
H: 5.47711 2.53396 -0.33133
H: 6.07496 2.78396 -1.92145
H: 6.42040 1.26821 -1.02627
H: 2.12156 2.27935 -0.34646
C: -0.55869 -0.32540 1.81718
C: 0.50694 0.14248 0.77895
C: -0.10463 0.80402 -0.49774
O: 1.21344 1.08050 1.47576
H: -0.13878 -0.87911 2.65693
H: -1.22583 -0.99152 1.27009
H: -1.04483 0.55323 2.24115
H: 1.16331 -0.68021 0.49531
H: -0.80717 0.17652 -1.04617
H: 0.61859 1.14753 -1.23736
H: -0.52789 1.78263 -0.27131
H: 0.58863 1.62964 1.95500
C: -3.87412 1.50546 3.59923
C: -3.58530 1.18499 5.02938
O: -4.77903 0.97801 5.76756
H: -4.50386 2.39225 3.52754
H: -4.46390 0.69245 3.17582
H: -2.91696 1.79898 3.16819
H: -3.00786 1.95826 5.53608
H: -2.99000 0.28287 5.17045
H: -4.72175 1.33309 6.65763